No. 1
This record from the OMol25 dataset describes a molecular structure, C45H38KN14O2S3 in a non-equilibrium geometry. The level of theory is the ωB97M-V functional and the def2-TZVPD basis.

```
! RIJCOSX wB97M-V def2-TZVPD def2/J DEFGRID3
* xyz -1 1
K 14.975 10.451 12.260
C 18.056 15.315 13.773
C 19.294 14.367 13.713
N 19.055 13.033 14.157
C 18.528 12.850 15.476
C 17.228 11.941 15.698
N 16.036 12.146 14.892
C 15.193 13.358 15.115
C 15.714 14.757 14.599
N 16.859 14.549 13.767
H 18.070 16.070 12.946
H 18.033 15.945 14.698
H 20.080 14.921 14.349
H 19.722 14.221 12.713
H 19.480 12.258 13.721
H 18.366 13.812 15.961
H 19.294 12.409 16.128
H 17.102 12.050 16.784
H 17.665 10.968 15.468
H 15.369 11.410 15.197
H 15.058 13.504 16.189
H 14.306 13.083 14.585
H 15.884 15.451 15.436
H 14.868 15.175 14.057
H 16.957 13.536 13.494
S 22.664 7.532 9.783
N 21.518 8.265 8.839
C 20.522 8.535 9.712
C 19.245 9.066 9.298
C 18.982 9.625 8.057
C 17.804 10.356 7.831
C 16.856 10.367 8.839
N 17.079 9.864 10.053
C 18.221 9.182 10.320
C 18.448 8.677 11.684
N 17.409 8.580 12.455
C 17.519 7.851 13.562
C 18.696 7.306 14.025
C 19.907 7.488 13.288
C 19.723 8.104 12.088
C 20.748 8.063 11.050
N 21.882 7.374 11.198
H 19.589 9.348 7.220
H 17.597 10.839 6.854
H 15.862 10.841 8.730
H 16.582 7.768 14.158
H 18.786 6.793 14.985
H 20.894 7.109 13.592
S 17.134 16.033 8.976
C 17.506 16.525 7.359
C 16.424 16.331 6.497
C 15.336 15.662 7.129
C 15.555 15.440 8.500
C 14.629 14.891 9.487
C 15.103 13.904 10.450
N 14.364 13.331 11.352
C 13.059 13.392 11.109
C 12.413 14.185 10.099
C 11.025 14.141 9.903
C 10.199 13.403 10.738
C 10.732 12.728 11.833
C 9.917 12.125 12.845
C 10.549 11.411 13.872
C 11.939 11.320 13.880
N 12.739 11.882 12.976
C 12.190 12.612 11.990
C 9.683 10.847 14.953
C 10.039 9.831 15.836
C 9.002 9.265 16.570
C 7.806 9.892 16.279
S 7.906 11.037 14.982
C 13.277 15.062 9.363
H 18.476 16.788 7.081
H 16.512 16.614 5.449
H 14.390 15.421 6.586
H 16.194 13.722 10.562
H 10.597 14.730 9.100
H 9.113 13.320 10.567
H 8.860 12.090 12.758
H 12.469 10.839 14.714
H 11.085 9.627 16.020
H 9.182 8.402 17.205
H 6.865 9.743 16.793
H 12.825 15.833 8.768
C 13.205 9.493 19.547
N 13.502 9.179 18.164
C 13.832 7.943 17.683
C 14.063 7.694 16.380
C 14.083 8.874 15.518
O 14.189 8.691 14.296
N 13.892 10.136 16.035
C 13.611 10.368 17.290
O 13.543 11.514 17.898
H 13.039 8.576 20.114
H 12.349 10.155 19.642
H 14.061 10.084 19.948
H 13.953 7.180 18.442
H 14.202 6.734 15.964
N 12.418 6.827 7.265
C 12.601 7.972 7.554
N 12.850 9.247 7.637
C 13.109 9.770 8.779
N 13.359 10.466 9.720
*
```

Properties
**Calculated total energy**: -121070.84175 eV
**Energy above the lowest of the compared OMol25 structures with the same formula, charge and spin**: 39.65 kcal/mol
**HOMO**: -5.12 eV
**Kohn-Sham gap**: 6.061 eV

Results of the Löwdin charge analysis, in e, for atoms 1 through 4: 0.6246 -0.2372 -0.2275 -0.0958

No. 2
This record from the OMol25 dataset describes a molecular structure, C45H39AsBrCl2InN2O6PS2. The level of theory is the ωB97M-V functional and the def2-TZVPD basis.

```
! RIJCOSX wB97M-V def2-TZVPD def2/J DEFGRID3
* xyz 1 1
In -0.579 1.294 1.482
O -3.512 4.343 0.250
S -3.137 3.010 0.615
O -3.301 1.981 -0.361
O -1.722 3.041 1.193
C -4.182 2.517 1.968
C -4.860 3.529 2.636
C -5.854 3.216 3.547
C -6.201 1.889 3.760
C -5.523 0.877 3.102
C -4.496 1.180 2.212
S -3.615 -0.304 1.679
O -4.334 -0.978 0.643
O -3.479 -1.032 2.929
O -2.222 0.061 1.208
H -4.610 4.551 2.386
H -6.383 4.006 4.064
H -7.000 1.638 4.446
H -5.761 -0.164 3.272
Cl 1.860 0.149 2.897
C 1.343 -1.239 3.886
Cl -0.366 -1.602 3.627
H 1.497 -0.975 4.926
H 1.937 -2.098 3.598
Br 5.493 4.907 -1.315
C 4.088 4.331 -0.197
C 3.782 5.050 0.951
C 2.742 4.642 1.761
C 1.989 3.511 1.433
C 2.335 2.786 0.292
C 3.371 3.191 -0.526
N 0.902 3.044 2.195
C 0.336 3.734 3.102
C -0.785 3.223 3.882
C -1.392 4.034 4.829
C -2.476 3.539 5.541
C -2.909 2.253 5.282
C -2.253 1.501 4.313
N -1.209 1.975 3.642
H 4.349 5.934 1.205
H 2.534 5.212 2.656
H 1.766 1.898 0.043
H 3.617 2.634 -1.419
H 0.640 4.753 3.334
H -1.022 5.035 5.001
H -2.971 4.151 6.282
H -3.748 1.823 5.809
H -2.593 0.504 4.070
C 1.251 -0.113 -1.866
C 1.038 -1.244 -2.874
As 2.530 -1.493 -4.163
C 3.892 -1.949 -2.824
C 3.701 -2.973 -1.899
C 4.703 -3.303 -1.000
C 5.911 -2.617 -1.019
C 6.112 -1.601 -1.939
C 5.105 -1.268 -2.836
C 2.092 -3.353 -4.614
C 0.821 -3.908 -4.508
C 0.600 -5.232 -4.866
C 1.641 -6.009 -5.347
C 2.911 -5.462 -5.463
C 3.132 -4.144 -5.101
P -0.234 -0.112 -0.733
C -1.487 0.290 -1.968
C -1.324 1.551 -2.543
C -2.183 1.981 -3.534
C -3.215 1.153 -3.954
C -3.380 -0.096 -3.381
C -2.521 -0.534 -2.384
C -0.163 -1.791 -0.041
C 1.078 -2.182 0.466
C 1.256 -3.460 0.967
C 0.199 -4.360 0.963
C -1.047 -3.954 0.509
C -1.239 -2.671 0.021
H 1.296 0.848 -2.379
H 2.174 -0.263 -1.305
H 0.139 -1.061 -3.460
H 0.909 -2.193 -2.357
H 2.772 -3.532 -1.894
H 4.549 -4.111 -0.294
H 6.697 -2.884 -0.324
H 7.057 -1.073 -1.966
H 5.262 -0.479 -3.563
H -0.014 -3.317 -4.150
H -0.393 -5.654 -4.771
H 1.463 -7.036 -5.639
H 3.731 -6.062 -5.837
H 4.125 -3.717 -5.185
H -0.549 2.219 -2.176
H -2.066 2.968 -3.959
H -3.911 1.495 -4.708
H -4.191 -0.740 -3.695
H -2.683 -1.502 -1.938
H 1.918 -1.498 0.457
H 2.226 -3.754 1.349
H 0.340 -5.369 1.328
H -1.884 -4.640 0.530
H -2.230 -2.349 -0.263
*
```

Properties
**Calculated total energy**: -254617.76802 eV
**Energy above the lowest of the compared OMol25 structures with the same formula, charge and spin**: 0.00 kcal/mol
**HOMO**: -10.52 eV
**Kohn-Sham gap**: 6.467 eV

Results of the Löwdin charge analysis, in e, for atoms 1 through 4: 0.7065 -0.2587 0.5238 -0.2650

No. 3
This record from the OMol25 dataset describes a molecular structure, C45H39F3N2O3P2PdS2 in a non-equilibrium geometry. The level of theory is the ωB97M-V functional and the def2-TZVPD basis.

```
! RIJCOSX wB97M-V def2-TZVPD def2/J DEFGRID3
* xyz -2 1
Pd -0.415 0.319 0.717
F -1.951 5.180 -2.540
C -2.356 5.264 -1.261
F -2.552 6.600 -1.048
F -3.584 4.726 -1.207
C -1.386 4.690 -0.273
C -0.842 5.534 0.677
C 0.058 5.038 1.608
C 0.370 3.691 1.530
N -0.139 2.853 0.640
C -1.032 3.303 -0.298
S -1.624 2.197 -1.452
H -1.106 6.582 0.677
H 0.502 5.670 2.366
H 1.078 3.258 2.232
C 2.230 -3.527 0.403
N 3.122 -2.707 -0.404
C 3.472 -1.425 0.185
P 2.151 -0.054 0.085
C 2.674 0.718 1.693
C 1.711 0.800 2.698
C 2.039 1.285 3.960
C 3.334 1.707 4.229
C 4.300 1.639 3.230
C 3.972 1.145 1.975
C 2.904 1.149 -1.107
C 4.253 1.312 -1.428
C 4.658 2.271 -2.350
C 3.718 3.089 -2.965
C 2.370 2.926 -2.670
C 1.967 1.952 -1.765
C 3.636 -3.110 -1.612
C 4.115 -2.166 -2.541
C 4.702 -2.564 -3.731
C 4.823 -3.909 -4.060
C 4.324 -4.849 -3.165
C 3.744 -4.468 -1.967
P 0.523 -2.682 0.696
C 0.053 -2.701 -1.110
C 0.277 -3.805 -1.932
C 0.088 -3.738 -3.308
C -0.348 -2.558 -3.891
C -0.630 -1.462 -3.085
C -0.434 -1.527 -1.712
C -0.176 -4.256 1.362
C 0.320 -4.701 2.589
C -0.106 -5.901 3.142
C -1.053 -6.675 2.482
C -1.598 -6.213 1.290
C -1.170 -5.011 0.739
H 2.679 -3.694 1.390
H 2.085 -4.501 -0.054
H 4.416 -1.081 -0.238
H 3.629 -1.592 1.253
H 0.691 0.465 2.457
H 1.274 1.332 4.726
H 3.595 2.090 5.209
H 5.315 1.966 3.432
H 4.739 1.102 1.210
H 5.015 0.698 -0.961
H 5.710 2.374 -2.590
H 4.036 3.845 -3.674
H 1.620 3.547 -3.147
H 0.909 1.812 -1.558
H 3.983 -1.110 -2.346
H 5.053 -1.804 -4.420
H 5.281 -4.216 -4.992
H 4.395 -5.905 -3.399
H 3.389 -5.234 -1.292
H 0.607 -4.744 -1.501
H 0.302 -4.606 -3.921
H -0.471 -2.496 -4.966
H -0.998 -0.539 -3.519
H -0.677 -0.633 -1.120
H 1.034 -4.081 3.121
H 0.287 -6.229 4.097
H -1.378 -7.619 2.904
H -2.366 -6.792 0.790
H -1.618 -4.642 -0.174
C -4.412 4.371 1.853
C -3.707 3.038 1.852
C -4.071 2.029 0.961
C -3.459 0.789 0.992
C -2.440 0.544 1.917
C -2.086 1.537 2.835
C -2.704 2.774 2.783
S -2.052 -1.170 2.271
O -3.249 -1.635 2.960
O -0.872 -1.200 3.130
O -1.886 -1.856 0.965
H -4.907 4.554 0.899
H -3.707 5.186 2.032
H -5.170 4.407 2.644
H -4.837 2.229 0.220
H -3.749 0.000 0.311
H -1.343 1.316 3.590
H -2.410 3.553 3.480
*
```

Properties
**Calculated total energy**: -108303.19264 eV
**Energy above the lowest of the compared OMol25 structures with the same formula, charge and spin**: 18.90 kcal/mol
**HOMO**: -0.71 eV
**Kohn-Sham gap**: 4.990 eV

Results of the Löwdin charge analysis, in e, for atoms 1 through 4: 0.1837 0.1020 -0.6063 0.0742

No. 4
This record from the OMol25 dataset describes a molecular structure, C45H39N5O4P2S2V. The level of theory is the ωB97M-V functional and the def2-TZVPD basis.

```
! RIJCOSX wB97M-V def2-TZVPD def2/J DEFGRID3
* xyz -1 3
V -0.191 -0.288 0.026
S 2.888 1.911 -0.234
P 2.836 0.468 1.128
C 1.526 -0.627 1.046
P 1.228 -2.245 1.383
S -0.257 -2.795 0.132
C 2.614 -3.435 1.221
C 3.679 -3.383 2.121
C 4.769 -4.224 1.974
C 4.798 -5.143 0.931
C 3.738 -5.212 0.041
C 2.650 -4.356 0.182
C 0.698 -2.558 3.102
C 0.561 -3.859 3.588
C 0.149 -4.076 4.892
C -0.120 -2.993 5.725
C 0.010 -1.699 5.242
C 0.408 -1.478 3.927
C 2.998 1.204 2.805
C 3.211 2.565 2.984
C 3.327 3.096 4.264
C 3.234 2.270 5.375
C 3.024 0.907 5.204
C 2.908 0.383 3.925
C 4.417 -0.457 0.985
C 5.497 -0.246 1.835
C 6.695 -0.925 1.639
C 6.826 -1.816 0.585
C 5.755 -2.025 -0.276
C 4.562 -1.350 -0.075
H 3.659 -2.674 2.940
H 5.600 -4.157 2.665
H 5.652 -5.800 0.813
H 3.756 -5.931 -0.770
H 1.819 -4.391 -0.512
H 0.775 -4.699 2.937
H 0.040 -5.087 5.265
H -0.432 -3.163 6.749
H -0.211 -0.852 5.881
H 0.473 -0.473 3.525
H 3.274 3.197 2.106
H 3.490 4.160 4.391
H 3.320 2.685 6.373
H 2.939 0.253 6.064
H 2.723 -0.675 3.801
H 5.410 0.454 2.657
H 7.528 -0.752 2.311
H 7.757 -2.350 0.434
H 5.844 -2.728 -1.096
H 3.721 -1.521 -0.735
C 2.525 -0.806 -3.174
O 1.790 -0.208 -4.249
C 0.428 -0.205 -4.231
C -0.191 -0.138 -5.468
C -1.575 -0.062 -5.590
C -2.351 -0.058 -4.450
C -1.755 -0.120 -3.186
C -2.618 -0.066 -2.021
N -2.225 -0.079 -0.805
N -3.247 -0.051 0.135
C -2.723 -0.213 1.324
O -1.476 -0.347 1.573
C -3.663 -0.225 2.483
C -3.262 -0.832 3.667
C -4.109 -0.850 4.766
C -5.360 -0.252 4.689
C -5.763 0.357 3.507
C -4.921 0.367 2.405
C -0.355 -0.192 -3.049
O 0.213 -0.183 -1.869
H 3.507 -1.026 -3.593
H 2.050 -1.732 -2.841
H 2.624 -0.124 -2.334
H 0.447 -0.144 -6.344
H -2.031 -0.014 -6.570
H -3.432 -0.005 -4.515
H -3.693 -0.028 -2.198
H -2.282 -1.287 3.710
H -3.790 -1.333 5.681
H -6.022 -0.261 5.548
H -6.739 0.824 3.444
H -5.221 0.828 1.472
C -1.352 3.690 3.589
N -1.164 3.413 2.173
C -1.687 4.201 1.213
C -1.454 3.956 -0.090
C -0.681 2.787 -0.395
N -0.340 1.895 0.533
C -0.407 2.262 1.860
O 0.134 1.688 2.779
N -0.286 2.573 -1.644
H -1.876 4.639 3.691
H -0.386 3.741 4.085
H -1.930 2.894 4.057
H -2.266 5.051 1.551
H -1.819 4.609 -0.868
H -0.650 3.102 -2.414
H 0.344 1.793 -1.808
*
```

Properties
**Calculated total energy**: -128881.44984 eV
**Energy above the lowest of the compared OMol25 structures with the same formula, charge and spin**: 0.00 kcal/mol
**HOMO (spin up / spin down)**: -4.56 / -4.67 eV
**Kohn-Sham gap (spin up / spin down)**: 6.997 / 7.100 eV
**⟨S²⟩**: 2.02

Results of the Löwdin charge analysis, in e, for atoms 1 through 4: 0.6391 0.2683 0.4175 -0.6250

No. 5
This record from the OMol25 dataset describes a molecular structure, C45H40AuN5Sb2Se. The level of theory is the ωB97M-V functional and the def2-TZVPD basis.

```
! RIJCOSX wB97M-V def2-TZVPD def2/J DEFGRID3
* xyz 2 3
Au 0.285 -1.972 0.761
C -0.823 1.423 2.561
C 0.193 2.480 3.011
C 1.646 2.255 2.576
Sb 1.789 2.160 0.423
C 2.110 1.545 -1.573
C 2.225 2.587 -2.493
C 2.247 2.304 -3.855
C 2.124 0.992 -4.293
C 1.976 -0.040 -3.371
C 1.971 0.230 -2.007
C 2.540 4.136 0.251
C 1.881 5.202 0.874
C 2.461 6.467 0.879
C 3.706 6.664 0.293
C 4.377 5.602 -0.299
C 3.798 4.335 -0.325
Sb -0.955 1.817 0.480
C -2.113 3.555 0.483
C -3.463 3.377 0.797
C -4.325 4.465 0.731
C -3.842 5.713 0.353
C -2.499 5.882 0.041
C -1.627 4.801 0.100
C -1.593 0.987 -1.324
C -1.294 1.817 -2.399
C -1.679 1.410 -3.669
C -2.359 0.208 -3.843
C -2.660 -0.597 -2.751
C -2.269 -0.213 -1.474
H -1.809 1.596 2.985
H -0.510 0.395 2.723
H 0.161 2.498 4.104
H -0.151 3.471 2.697
H 2.059 1.337 2.977
H 2.263 3.099 2.871
H 2.298 3.614 -2.172
H 2.360 3.113 -4.570
H 2.144 0.772 -5.355
H 1.868 -1.065 -3.713
H 1.855 -0.582 -1.312
H 0.924 5.063 1.362
H 1.945 7.297 1.348
H 4.159 7.652 0.304
H 5.355 5.757 -0.742
H 4.332 3.518 -0.799
H -3.858 2.405 1.088
H -5.375 4.336 0.967
H -4.519 6.559 0.295
H -2.128 6.856 -0.257
H -0.588 4.941 -0.163
H -0.786 2.765 -2.272
H -1.453 2.039 -4.523
H -2.665 -0.098 -4.837
H -3.202 -1.526 -2.888
H -2.499 -0.835 -0.621
C -3.328 -4.148 4.061
C -2.895 -5.147 3.199
C -2.316 -4.824 1.983
C -2.144 -3.481 1.629
C -2.571 -2.482 2.507
C -3.172 -2.811 3.706
N -1.484 -3.089 0.437
C -1.675 -3.830 -0.720
C -0.703 -3.787 -1.742
C -0.893 -4.500 -2.907
C -2.066 -5.235 -3.102
C -3.055 -5.249 -2.120
C -2.870 -4.554 -0.941
H -3.779 -4.409 5.012
H -3.004 -6.188 3.479
H -1.952 -5.605 1.326
H -2.462 -1.450 2.201
H -3.525 -2.030 4.370
H 0.210 -3.218 -1.588
H -0.130 -4.481 -3.677
H -2.215 -5.782 -4.025
H -3.979 -5.794 -2.283
H -3.657 -4.528 -0.199
N 2.599 0.027 0.991
C 2.183 -1.223 0.986
H 3.608 0.107 1.126
Se 4.960 -1.889 1.512
N 5.302 -3.619 1.664
C 4.149 -4.320 1.477
C 4.051 -5.718 1.517
C 2.818 -6.296 1.301
C 1.716 -5.482 1.052
N 1.784 -4.141 1.013
C 2.963 -3.595 1.221
N 3.148 -2.199 1.188
H 4.940 -6.308 1.715
H 2.698 -7.373 1.323
H 0.735 -5.918 0.873
*
```

Properties
**Calculated total energy**: -136859.89043 eV
**Energy above the lowest of the compared OMol25 structures with the same formula, charge and spin**: 9.96 kcal/mol
**HOMO (spin up / spin down)**: -11.72 / -13.34 eV
**Kohn-Sham gap (spin up / spin down)**: 6.594 / 6.613 eV
**⟨S²⟩**: 2.07

Results of the Löwdin charge analysis, in e, for atoms 1 through 4: 0.8754 -0.3302 -0.3530 -0.3181

- What is the energy above the lowest of the compared OMol25 structures with the same formula, charge and spin in the first record?
  39.65 kcal/mol

- Number 3 is which compound?
  C45H39F3N2O3P2PdS2

- The lowest calculated total energy belongs to which entry?
  C45H39AsBrCl2InN2O6PS2

- Which formula does entry 2 have?
  C45H39AsBrCl2InN2O6PS2